No. 1
{
  "formula": "C3H37NO16S",
  "method": "ωB97M-V/def2-TZVPD",
  "elements": ["C", "C", "S", "N", "C", "O", "H", "H", "H", "H", "H", "H", "H", "H", "H", "O", "H", "H", "O", "H", "H", "O", "H", "H", "O", "H", "H", "O", "H", "H", "O", "H", "H", "O", "H", "H", "O", "H", "H", "O", "H", "H", "O", "H", "H", "O", "H", "H", "O", "H", "H", "O", "H", "H", "O", "H", "H", "O"],
  "xyz": [[-0.909, -0.132, 1.111], [-0.489, 1.309, 0.703], [-0.876, 2.317, 2.193], [0.013, -1.179, 0.752], [1.100, -1.437, 1.862], [2.391, -1.107, 1.362], [-1.095, -0.085, 2.309], [-2.022, -0.313, 0.734], [-1.146, 1.726, -0.121], [0.516, 1.544, 0.364], [0.428, -0.852, -0.055], [1.144, -2.554, 2.160], [0.694, -0.738, 2.726], [2.523, 2.286, -0.583], [3.035, 3.146, 0.371], [2.535, 3.235, -0.391], [-0.361, 3.233, -2.525], [-0.138, 3.479, -0.982], [-0.774, 3.565, -1.669], [-2.782, -1.358, 2.305], [-2.532, -2.778, 1.635], [-3.207, -2.191, 1.955], [-1.743, -0.596, 4.284], [-0.396, -0.354, 4.510], [-0.932, -1.175, 4.304], [0.524, -0.521, -4.664], [1.114, -1.125, -3.074], [0.269, -0.965, -3.814], [0.360, -2.404, -1.635], [-0.774, -2.506, -2.632], [-0.645, -2.630, -1.712], [1.715, 3.574, -2.344], [1.355, 2.316, -2.765], [1.617, 3.042, -3.207], [-0.421, -3.785, 0.098], [-1.066, -3.814, 1.407], [-0.631, -4.412, 0.890], [3.770, -0.420, 2.322], [3.205, 0.982, 2.031], [3.958, 0.635, 2.415], [1.638, 1.423, 3.453], [0.863, 2.551, 3.875], [1.203, 1.745, 4.242], [4.004, 0.450, -1.423], [2.347, -0.870, 0.471], [3.166, 0.680, -1.158], [-2.788, 1.989, -3.099], [-2.123, 0.681, -3.449], [-3.035, 1.131, -3.439], [-4.087, -0.178, 0.631], [-3.647, 1.097, -0.046], [-4.102, 0.800, 0.717], [-3.071, -1.982, -2.794], [-3.334, -1.938, -1.419], [-3.799, -1.722, -2.189], [2.630, -1.582, -3.005], [2.574, 0.031, -1.643], [2.237, -1.259, -2.355]],
  "atomic_forces_ev_per_a": [[-2.468, 0.727, 1.703], [-2.209, 0.922, 0.211], [-0.042, 1.001, -0.265], [0.379, -1.962, 3.750], [-2.366, 0.536, -0.628], [-0.409, -1.030, 2.643], [0.769, -0.253, -3.004], [2.568, 0.175, 0.269], [0.600, -0.838, 0.749], [0.481, -0.832, 0.168], [1.455, 0.281, -2.173], [-0.404, 1.817, -0.379], [1.592, -1.604, -1.504], [-0.006, -0.505, -0.960], [1.540, 0.656, 2.701], [-1.439, -0.009, -1.879], [-0.487, 0.785, 1.792], [0.918, -0.231, 1.035], [-0.726, -0.266, -2.793], [-0.216, -1.541, -0.768], [0.578, 0.133, -0.172], [-0.646, 1.494, 0.844], [0.264, -1.389, -0.207], [0.405, -1.334, -0.315], [-0.715, 2.932, 0.883], [-0.014, -0.702, 1.567], [-0.265, 0.809, -1.002], [-0.046, 0.289, -0.764], [-2.407, -0.380, -0.154], [-0.106, 0.361, -1.702], [2.708, -0.034, 1.713], [0.407, -0.214, -1.988], [-1.301, -5.097, 1.644], [1.270, 5.118, 0.180], [-0.453, -1.611, 1.558], [-1.587, 2.320, 2.623], [2.175, -0.735, -4.237], [0.369, 3.939, 0.074], [-2.459, 0.981, -1.414], [2.532, -4.346, 1.464], [0.173, -0.515, -0.132], [-1.092, 0.732, -0.403], [1.144, -0.662, 1.173], [2.935, -0.751, -0.866], [0.005, 0.725, -2.382], [-3.234, 1.434, 1.538], [-0.085, 0.554, 0.299], [-1.978, 0.591, 0.027], [2.235, -1.101, -0.271], [-0.090, 0.860, 0.098], [0.814, 0.590, -1.176], [-1.043, -1.509, 1.055], [-0.911, 0.524, -0.139], [0.760, -0.334, 2.616], [0.191, -0.261, -2.364], [5.857, -4.463, -8.672], [0.547, -0.439, -0.356], [-6.470, 3.662, 8.689]],
  "total_energy_ev": -48794.44490,
  "molar_mass_g_mol": 375.39,
  "total_charge": -2,
  "homo_lumo_gap_ev": 5.59,
  "e_lumo_ev": 4.7
}

---

No. 2
{
  "formula": "C45H108N14O11",
  "method": "ωB97M-V/def2-TZVPD",
  "elements": ["C", "C", "C", "C", "C", "C", "N", "O", "C", "C", "C", "H", "H", "H", "H", "H", "H", "H", "H", "H", "H", "H", "H", "H", "H", "H", "H", "H", "H", "H", "C", "C", "C", "C", "C", "C", "N", "O", "C", "C", "C", "H", "H", "H", "H", "H", "H", "H", "H", "H", "H", "H", "H", "H", "H", "H", "H", "H", "H", "H", "C", "C", "C", "C", "C", "C", "N", "O", "C", "C", "C", "H", "H", "H", "H", "H", "H", "H", "H", "H", "H", "H", "H", "H", "H", "H", "H", "H", "H", "H", "C", "C", "C", "C", "C", "C", "N", "O", "C", "C", "C", "H", "H", "H", "H", "H", "H", "H", "H", "H", "H", "H", "H", "H", "H", "H", "H", "H", "H", "H", "C", "O", "N", "N", "H", "H", "H", "H", "C", "O", "N", "N", "H", "H", "H", "H", "C", "O", "N", "N", "H", "H", "H", "H", "C", "O", "N", "N", "H", "H", "H", "H", "C", "O", "N", "N", "H", "H", "H", "H", "C", "C", "O", "H", "H", "H", "H", "H", "H", "C", "C", "O", "H", "H", "H", "H", "H", "H"],
  "xyz": [[0.394, 2.586, 4.393], [-0.783, 2.153, 5.349], [-1.946, 3.223, 5.110], [-2.867, 2.946, 3.943], [-3.268, 1.447, 3.885], [-2.061, 0.471, 3.874], [-1.152, 0.790, 5.027], [-0.094, -0.129, 5.217], [-2.787, -0.830, 4.117], [-1.284, 0.390, 2.503], [-0.490, 2.310, 6.888], [0.167, 3.156, 3.492], [1.029, 1.770, 4.047], [1.024, 3.296, 4.928], [-2.629, 3.180, 5.959], [-1.433, 4.169, 4.937], [-2.355, 3.220, 3.021], [-3.827, 3.460, 3.963], [-3.776, 1.241, 2.943], [-3.947, 1.236, 4.712], [-3.529, -0.850, 4.915], [-3.318, -1.157, 3.223], [-2.108, -1.665, 4.289], [-0.560, -0.423, 2.449], [-1.988, 0.239, 1.684], [-0.825, 1.358, 2.301], [-1.158, 1.704, 7.499], [-0.730, 3.318, 7.226], [0.471, 1.982, 7.284], [0.408, 0.142, 4.445], [-2.371, 3.151, -0.225], [-1.426, 4.364, -0.360], [-0.743, 4.285, -1.773], [-1.687, 4.836, -2.861], [-2.124, 6.208, -2.576], [-2.833, 6.361, -1.160], [-2.034, 5.691, -0.118], [-2.556, 5.801, 1.108], [-2.882, 7.927, -0.777], [-4.292, 5.832, -1.288], [-0.238, 4.219, 0.601], [-1.894, 2.204, 0.027], [-2.934, 2.971, -1.140], [-3.099, 3.306, 0.572], [0.121, 4.947, -1.833], [-0.463, 3.263, -2.027], [-2.462, 4.071, -2.900], [-1.205, 4.692, -3.828], [-2.901, 6.425, -3.309], [-1.372, 6.995, -2.609], [-1.846, 8.173, -0.545], [-3.405, 8.506, -1.538], [-3.379, 8.070, 0.183], [-4.304, 4.801, -1.641], [-4.873, 5.809, -0.366], [-4.869, 6.355, -2.051], [-0.650, 4.101, 1.603], [0.441, 5.069, 0.663], [0.311, 3.280, 0.526], [-1.974, 6.387, 1.597], [2.448, -4.841, -4.098], [1.545, -4.584, -2.929], [1.462, -3.040, -2.745], [0.542, -2.361, -3.749], [-0.874, -2.973, -3.898], [-0.750, -4.518, -4.215], [0.179, -5.131, -3.221], [0.132, -6.469, -3.002], [-2.197, -5.108, -3.986], [-0.307, -4.745, -5.660], [2.072, -5.164, -1.585], [2.183, -5.648, -4.782], [3.430, -5.150, -3.739], [2.674, -3.961, -4.700], [1.094, -2.813, -1.744], [2.458, -2.605, -2.661], [0.971, -2.491, -4.743], [0.279, -1.331, -3.510], [-1.281, -2.350, -4.695], [-1.476, -2.716, -3.027], [-2.931, -4.458, -4.462], [-2.314, -6.107, -4.407], [-2.576, -5.058, -2.965], [0.669, -4.330, -5.912], [-0.425, -5.793, -5.934], [-0.971, -4.259, -6.375], [2.975, -4.626, -1.297], [2.260, -6.235, -1.663], [1.427, -5.115, -0.708], [-0.250, -6.548, -2.126], [3.794, -0.888, 5.183], [4.107, -1.166, 3.643], [5.265, -2.196, 3.571], [4.842, -3.625, 3.965], [3.687, -4.061, 3.097], [2.475, -3.079, 3.027], [2.991, -1.679, 2.863], [2.014, -0.766, 2.739], [1.704, -3.539, 1.789], [1.672, -3.456, 4.311], [4.567, 0.168, 3.121], [2.816, -0.421, 5.295], [4.497, -0.227, 5.690], [3.619, -1.812, 5.733], [5.724, -2.314, 2.589], [6.082, -1.843, 4.200], [4.636, -3.702, 5.032], [5.746, -4.156, 3.667], [3.330, -4.968, 3.585], [4.041, -4.399, 2.123], [2.368, -3.277, 0.965], [1.463, -4.602, 1.784], [0.733, -3.054, 1.691], [1.308, -4.480, 4.232], [2.243, -3.504, 5.238], [0.850, -2.760, 4.484], [5.474, 0.545, 3.594], [3.830, 0.959, 3.263], [4.787, 0.169, 2.054], [1.946, -0.709, 1.783], [-1.970, -3.664, 0.440], [-2.383, -2.671, 0.997], [-1.284, -3.596, -0.631], [-2.110, -4.901, 0.882], [-0.870, -4.418, -1.047], [-1.222, -2.679, -1.052], [-1.627, -5.626, 0.371], [-2.527, -4.979, 1.799], [0.416, -0.064, -0.583], [1.306, -0.463, 0.095], [-0.815, -0.498, -0.474], [0.480, 0.817, -1.527], [-1.520, -0.217, -1.140], [-1.048, -1.207, 0.206], [-0.393, 0.867, -2.034], [1.369, 1.243, -1.747], [0.723, 2.126, -5.518], [-0.443, 2.100, -5.881], [1.090, 1.749, -4.292], [1.772, 2.626, -6.181], [0.361, 1.228, -3.828], [2.035, 1.754, -3.935], [2.715, 2.613, -5.821], [1.682, 2.872, -7.157], [4.746, -1.656, -1.092], [5.623, -2.497, -1.160], [3.852, -1.714, -0.138], [4.529, -0.595, -1.801], [3.027, -1.141, -0.248], [3.904, -2.469, 0.531], [5.361, -0.353, -2.320], [3.740, 0.028, -1.704], [-2.622, 0.156, -3.903], [-1.684, 0.358, -3.230], [-3.601, -0.640, -3.603], [-2.808, 0.653, -5.069], [-3.806, -0.899, -2.648], [-4.404, -0.645, -4.215], [-3.606, 0.502, -5.669], [-2.009, 1.224, -5.306], [-5.288, 0.602, -1.165], [-4.667, -0.337, -0.140], [-4.093, -1.398, -0.805], [-6.113, 0.215, -1.764], [-4.579, 1.123, -1.808], [-5.737, 1.387, -0.557], [-5.536, -0.654, 0.436], [-3.941, 0.149, 0.512], [-3.710, -1.955, -0.124], [3.943, 2.288, 0.154], [3.088, 2.767, -1.033], [3.116, 2.017, -2.237], [3.824, 1.239, 0.427], [3.769, 2.851, 1.071], [4.956, 2.421, -0.226], [3.217, 3.825, -1.258], [2.053, 2.804, -0.694], [4.024, 1.867, -2.510]],
  "atomic_forces_ev_per_a": [[0.533, 0.710, 0.916], [0.143, 1.131, -0.744], [-0.292, -1.585, -0.117], [0.034, -1.385, -1.020], [1.587, 1.253, -0.621], [0.250, 0.054, 0.594], [-2.988, -0.347, 0.870], [-0.651, 0.979, -0.719], [0.426, -1.942, -0.194], [-1.136, 0.722, 0.680], [-0.052, -0.484, -0.057], [-0.860, -0.222, -0.074], [0.104, -0.084, 0.246], [0.351, -0.128, 0.217], [0.470, 0.502, 0.521], [-0.241, 0.177, 0.642], [-0.126, 0.016, -0.305], [0.282, 0.643, 0.222], [-0.343, 0.097, 0.022], [0.174, -0.178, 0.050], [0.271, 0.428, 0.218], [-0.088, 0.287, -0.285], [0.269, 0.029, 0.206], [0.090, 0.082, 0.290], [-0.147, -0.115, 0.145], [0.352, -0.061, -0.028], [-0.499, -0.285, -0.534], [0.512, 0.237, -0.228], [0.404, 0.292, -0.601], [1.291, -0.915, -0.261], [-0.572, 0.190, 0.276], [1.592, -0.705, -0.871], [-1.134, 1.504, -0.389], [1.332, -2.542, 0.302], [-1.788, 1.053, 1.386], [-0.849, 0.957, -0.254], [1.924, -0.159, -3.653], [-1.508, -0.133, 2.359], [0.242, -2.212, 0.359], [0.199, -0.585, -0.091], [-0.799, -0.411, 1.625], [0.519, 0.111, -0.083], [-0.038, 0.101, -0.075], [-0.085, 0.207, 0.089], [0.417, -0.176, 0.495], [0.076, 0.024, 0.334], [-0.816, 0.497, -0.107], [0.150, 0.443, -0.168], [0.010, 0.572, -0.046], [0.394, -0.332, -0.281], [0.089, 0.570, -0.661], [0.440, 0.082, -0.039], [-0.407, -0.172, -0.114], [0.245, -0.201, 0.002], [0.242, 0.336, 0.179], [0.114, 0.439, 0.106], [-0.114, 0.260, 0.369], [-0.047, 0.052, -0.485], [0.073, -0.003, -0.704], [0.096, 0.089, 0.129], [2.108, -0.764, -0.520], [-1.303, 0.749, 0.235], [-1.044, -0.109, 0.889], [-0.558, -0.503, -0.202], [1.781, -0.584, 0.173], [-1.313, 0.205, 0.856], [-0.116, 3.670, 1.522], [-0.326, -1.806, -0.656], [0.430, 0.463, -0.551], [-0.712, 0.169, -0.619], [0.022, -0.499, -0.554], [-0.488, -0.002, 0.234], [0.253, 0.053, 0.164], [-0.336, 0.123, -0.031], [-0.404, -0.231, 0.298], [0.257, -0.112, -0.686], [0.255, 0.690, -0.126], [0.938, 0.295, -0.115], [-0.470, -0.684, -0.408], [-0.085, -0.554, 0.070], [0.179, 0.073, -0.599], [0.053, -0.057, 0.209], [0.656, -0.316, 0.372], [0.075, -0.420, 0.281], [0.622, -0.194, 0.187], [-0.385, 0.317, 0.189], [0.185, -0.133, -0.165], [0.458, 0.039, -0.276], [-0.592, 0.579, -0.231], [-0.095, -0.353, 0.037], [-1.138, -0.657, -0.659], [0.862, -0.436, 1.856], [-0.475, 0.028, 0.393], [0.898, 1.500, -0.701], [-0.090, -0.343, 0.508], [1.091, -1.396, 1.358], [1.781, -2.882, 0.132], [-1.947, 1.301, 0.146], [-0.157, 0.971, 0.057], [-0.248, 0.829, 0.030], [0.136, 1.033, -1.017], [-0.119, 0.394, -0.363], [0.284, -0.292, -0.193], [0.593, -0.108, 0.120], [-0.357, 0.519, -0.451], [-0.040, 0.047, 0.254], [0.065, -0.169, -0.053], [-0.180, -0.798, 0.600], [-0.351, -0.216, -0.325], [0.073, 0.412, -0.288], [-0.696, -0.325, -0.360], [0.473, -0.128, 0.238], [0.031, 0.418, -0.147], [-0.351, 0.088, -0.409], [0.408, 0.427, -0.120], [-0.204, -0.071, -0.012], [0.077, -0.400, 0.313], [-0.246, -0.126, 0.130], [-0.030, -0.362, -0.164], [-0.744, 0.645, -0.469], [-0.220, -0.428, 1.436], [-1.484, 1.863, 1.452], [2.182, 0.639, -3.939], [-0.803, -1.627, 1.343], [0.130, 0.584, -0.593], [0.445, -0.412, -0.310], [-0.427, -0.210, 0.799], [0.259, -0.619, -0.236], [-1.882, -0.064, -0.598], [3.819, -1.139, 2.484], [-3.039, -1.992, 0.866], [1.084, 2.290, -1.898], [-0.121, -0.150, 0.129], [-0.133, 0.226, 0.146], [0.566, 0.839, -0.760], [-0.477, -0.069, -0.389], [0.262, 0.403, 0.969], [-0.196, -0.046, -0.927], [-0.703, -1.012, 1.409], [1.054, 0.953, -2.343], [0.270, -0.004, 0.257], [-0.406, -0.050, -0.072], [-0.453, -0.155, 0.017], [-0.147, 0.000, 0.283], [0.155, -2.718, 2.540], [1.377, 0.029, -1.126], [-2.031, -0.762, 2.237], [1.490, 2.969, -4.031], [-0.293, -0.319, 0.800], [-0.140, 0.387, -0.198], [-0.517, 0.470, -0.487], [0.378, -0.180, 0.115], [-3.485, -1.386, -1.373], [5.071, 1.235, 3.841], [-3.524, -3.070, 1.901], [1.063, 2.819, -4.005], [0.294, -0.263, 0.145], [0.176, -0.115, 0.304], [0.518, 0.140, 0.261], [-0.058, 0.485, -1.207], [0.125, 1.374, 0.762], [-1.517, 0.916, -0.657], [0.484, -0.987, -0.710], [0.247, -0.535, 0.063], [0.147, -0.229, -0.065], [-0.161, 0.296, -0.056], [0.140, -0.300, 0.595], [-0.041, 0.330, 0.041], [0.597, -0.554, 0.220], [0.402, -0.088, -1.405], [-1.356, 0.980, 1.617], [0.298, -0.461, 0.114], [-0.294, -0.041, -0.328], [0.022, 0.323, -0.302], [0.479, -0.058, 0.704], [0.783, 0.087, -0.056], [-0.238, -0.510, -0.256], [0.266, 0.148, 0.051]],
  "total_energy_ev": -91798.05935,
  "molar_mass_g_mol": 1021.45,
  "smiles": "CC1(C)CCCC(C)(C)N1O.CC1(C)CCCC(C)(C)N1O.CC1(C)CCCC(C)(C)N1O.CC1(C)CCCC(C)(C)N1O.NC(N)=O.NC(N)=O.NC(N)=O.NC(N)=O.NC(N)=O.CCO.CCO",
  "homo_lumo_gap_ev": 7.70,
  "e_lumo_ev": 0.0
}

---

What is the formula in the first record?
C3H37NO16S

---

What is the formula in the second record?
C45H108N14O11